[1]
ORCA calculation (the ωB97M-V functional and the def2-TZVPD basis) on 3 unconnected molecules or ions with the total composition C35H68ClN3O9P.

Its HOMO energy is -10.6 eV. Its total charge is +1. The spin multiplicity is 1. As for the total energy: -82099.6056 eV.

CARTESIAN COORDINATES (ANGSTROEM)
C1 -1.52190 1.51645 3.00545
C2 -0.80002 1.77275 4.34310
C3 0.64941 2.19121 4.14697
C4 1.55974 1.02456 3.73195
C5 2.86411 0.97398 4.51510
C6 3.85930 -0.05845 3.99366
C7 3.39823 -1.49726 4.14444
C8 4.30905 -2.47584 3.42421
C9 3.93473 -3.94409 3.68033
C10 3.59466 -4.75247 2.43116
C11 4.68487 -4.76211 1.35956
C12 4.13552 -5.35685 0.03821
C13 4.20733 -4.37599 -1.12403
C14 3.35075 -3.13123 -0.87536
C15 1.97896 -3.21817 -1.54685
N1 1.47271 -1.88203 -1.94447
N2 1.44893 -1.71020 -3.23690
C16 1.06097 -0.53986 -3.68630
C17 1.03476 -0.42206 -5.16567
C18 -0.15835 -1.25827 -5.71759
C19 -1.42387 -1.17775 -4.85029
C20 0.71274 0.48460 -2.80252
C21 0.33896 1.80553 -3.38731
C22 1.55649 2.45426 -4.04462
O1 2.67161 2.35757 -3.60323
Cl1 1.21074 3.34431 -5.52606
C23 0.71842 0.27305 -1.44664
N3 0.39417 1.21540 -0.45893
C24 -0.99381 1.70308 -0.47137
C25 1.42716 2.22662 -0.21074
C26 1.37926 3.64179 -0.75319
O2 2.38808 1.89848 0.45986
C27 1.11118 -1.00982 -1.01140
P1 1.07287 -1.28263 0.83621
O3 -0.03105 -0.58169 1.45590
O4 2.45592 -0.77218 1.36870
O5 1.00645 -2.82547 1.21445
H1 -1.77106 0.46567 2.90121
H2 -2.45356 2.07331 2.97369
H3 -0.91971 1.80565 2.14802
H4 -0.85960 0.89096 4.97188
H5 -1.32573 2.58693 4.83731
H6 0.99251 2.68639 5.05434
H7 0.69690 2.95006 3.36787
H8 1.00790 0.08851 3.79586
H9 1.82913 1.15394 2.68506
H10 3.30257 1.96870 4.45996
H11 2.68351 0.78328 5.57432
H12 4.11725 0.19318 2.96456
H13 4.76086 0.05964 4.59352
H14 2.36159 -1.63105 3.83837
H15 3.41884 -1.73781 5.20755
H16 4.39290 -2.22507 2.36934
H17 5.29591 -2.31873 3.85940
H18 3.04283 -3.94562 4.30591
H19 4.68938 -4.48384 4.24526
H20 3.45067 -5.78617 2.74727
H21 2.65440 -4.44075 1.98112
H22 5.55507 -5.30573 1.70667
H23 4.97963 -3.73656 1.14022
H24 3.08870 -5.62108 0.19392
H25 4.67484 -6.27354 -0.17702
H26 5.24753 -4.11536 -1.28579
H27 3.85732 -4.88804 -2.01818
H28 3.86116 -2.25558 -1.28086
H29 3.27811 -2.98330 0.19907
H30 2.12925 -3.81133 -2.43543
H31 1.24587 -3.75218 -0.95805
H32 1.93832 -0.85314 -5.57867
H33 0.86224 0.59512 -5.47871
H34 -0.40555 -0.95085 -6.72580
H35 0.12581 -2.30479 -5.72771
H36 -1.67170 -0.15616 -4.57462
H37 -2.26258 -1.56540 -5.41989
H38 -1.33960 -1.81557 -3.97719
H39 -0.02139 2.50794 -2.65465
H40 -0.39724 1.64503 -4.16508
H41 -1.10904 2.73781 -0.78481
H42 -1.42019 1.60564 0.52068
H43 -1.59493 1.09998 -1.14441
H44 0.42108 3.98453 -1.12183
H45 2.16360 3.73260 -1.49106
H46 1.67153 4.28541 0.06700
H47 3.11107 -0.71255 0.66064
H48 0.17583 -3.20030 0.89380
C28 -3.34294 2.65021 -5.91053
O6 -3.14838 3.88307 -5.24499
C29 -2.34583 4.79528 -5.98585
C30 -3.17824 5.83266 -6.70702
O7 -3.98480 5.24697 -7.71399
C31 -5.33622 5.06787 -7.31931
H49 -4.15475 2.12489 -5.40906
H50 -3.61212 2.79099 -6.95892
H51 -2.43335 2.03525 -5.84947
H52 -1.70769 4.25511 -6.69224
H53 -1.69577 5.30470 -5.26713
H54 -2.50326 6.53732 -7.20218
H55 -3.78970 6.39667 -5.99673
H56 -5.86773 6.02409 -7.34185
H57 -5.41405 4.63335 -6.32025
H58 -5.80278 4.39155 -8.03337
C32 -4.88221 0.41077 3.76087
O8 -3.95970 -0.14129 4.68316
C33 -4.33179 0.09296 6.03491
C34 -4.99028 -1.11858 6.65794
O9 -6.23473 -1.41673 6.04470
C35 -6.15745 -2.47461 5.10683
H59 -4.67574 -0.01625 2.77986
H60 -5.91471 0.18125 4.03210
H61 -4.75177 1.49714 3.70542
H62 -4.98646 0.96611 6.10842
H63 -3.41287 0.31476 6.58669
H64 -5.19318 -0.90273 7.71117
H65 -4.32064 -1.98295 6.61576
H66 -6.09349 -3.43782 5.62430
H67 -5.29949 -2.36363 4.43932
H68 -7.06921 -2.45734 4.51161


[2]
ORCA calculation (the ωB97M-V functional and the def2-TZVPD basis) on C2H4N2O in the gas phase.

Its HOMO energy is -8.4 eV. For the energy above the lowest of the compared OMol25 structures with the same formula, charge and spin, the calculation gives 5.710 eV. The spin multiplicity is 1. As for the total energy: -7160.7701 eV. As for the structure (SMILES): O=NN1CC1.

CARTESIAN COORDINATES (ANGSTROEM)
O1 3.50151 0.49921 -0.05174
N1 2.67637 -0.37580 0.06909
N2 1.44532 -0.28300 -0.05508
C1 0.10644 -0.76396 -0.04577
C2 0.04961 0.74444 -0.00623
H1 -0.09644 -1.23344 0.93985
H2 -0.39879 -1.25898 -0.85808
H3 -0.15994 1.36812 -0.82335
H4 0.13056 1.46047 0.76559


[3]
ORCA calculation (the ωB97M-V functional and the def2-TZVPD basis) on C3H3N3S in the gas phase.

Its HOMO energy is -9.6 eV. For the energy above the lowest of the compared OMol25 structures with the same formula, charge and spin, the calculation gives 2.016 eV. The spin multiplicity is 1. As for the total energy: -18463.0669 eV. As for the structure (SMILES): S/C=C1/N=CN=N1.

CARTESIAN COORDINATES (ANGSTROEM)
S1 -2.37067 -0.28933 0.00606
C1 -0.96033 0.78605 -0.02676
C2 0.32345 0.34966 -0.04785
N1 1.45835 1.13861 0.02051
C3 2.42564 0.22549 0.00810
N2 1.93938 -1.08136 0.01331
N3 0.64912 -0.98717 -0.01591
H1 -3.31601 0.67905 0.15325
H2 -1.27212 1.80532 -0.03376
H3 3.45822 0.48719 0.05730


[4]
ORCA calculation (the ωB97M-V functional and the def2-TZVPD basis) on 33 unconnected molecules or ions with the total composition C2H67FN2O34S.

Its HOMO energy is -10.0 eV. For the energy above the lowest of the compared OMol25 structures with the same formula, charge and spin, the calculation gives 0.000 eV. The spin multiplicity is 1. As for the total energy: -89306.3186 eV.

CARTESIAN COORDINATES (ANGSTROEM)
C1 3.76923 1.95447 1.04124
C2 2.64407 1.86466 1.36504
N1 1.27298 1.76267 1.51647
N2 0.85074 0.59163 0.76531
S1 0.62112 3.19282 0.83672
O1 1.44380 3.68633 -0.19383
O2 -0.74977 3.10306 0.55010
F1 0.74630 4.25492 2.03703
H1 4.69215 2.15644 0.58621
H2 1.62648 0.24354 0.21137
H3 0.11782 0.79427 0.09284
O3 0.42874 3.02253 4.59272
H4 0.28699 3.78418 5.16583
H5 0.86657 3.38474 3.81507
O4 3.82399 -1.28275 1.84619
H6 3.94488 -1.57767 2.75385
H7 3.05897 -0.70243 1.89219
O5 1.12400 -2.47911 1.33368
H8 0.72269 -2.87772 2.11855
H9 1.76238 -3.13495 1.03417
O6 -0.61634 7.27581 2.18892
H10 -1.56739 7.11517 2.20276
H11 -0.23807 6.40568 2.02667
O7 3.41297 0.68181 -1.45375
H12 4.00433 0.21436 -0.84992
H13 3.89746 0.69788 -2.29052
O8 1.06698 -0.92794 -1.97305
H14 0.39045 -0.88129 -2.65570
H15 1.88991 -0.75205 -2.44238
O9 2.62620 -2.83536 -3.34898
H16 2.19808 -3.22664 -2.57263
H17 3.29205 -3.48331 -3.60081
O10 -3.59367 3.06863 -0.60059
H18 -3.79202 2.12359 -0.55653
H19 -2.96217 3.20653 0.11207
O11 -3.12064 -0.17890 -1.69831
H20 -3.87630 -0.13347 -2.29286
H21 -2.36936 0.04123 -2.25752
O12 -6.10418 1.69153 0.75779
H22 -5.66047 1.36222 1.54703
H23 -5.48518 2.33169 0.38597
O13 -3.74335 6.27125 1.85253
H24 -4.59703 6.71744 1.87621
H25 -3.96031 5.36355 1.61709
O14 -0.36964 6.40611 -1.25810
H26 -0.60464 6.77328 -0.39828
H27 0.05572 5.57010 -1.04293
O15 1.65247 -5.04117 -1.02726
H28 0.70226 -5.18766 -1.09379
H29 2.03530 -5.91719 -1.12930
O16 1.34934 -1.93976 -5.97056
H30 1.68721 -2.25687 -5.12324
H31 2.02465 -1.32259 -6.27232
O17 -0.57193 -4.15799 3.05612
H32 -1.41969 -3.69631 3.03715
H33 -0.79703 -5.06835 2.84570
O18 -0.79504 -4.92167 -2.68208
H34 -1.31080 -5.73792 -2.69920
H35 -1.43255 -4.23398 -2.90097
O19 -1.69431 -3.91905 0.32116
H36 -1.00536 -4.00478 -0.34626
H37 -1.87536 -2.97176 0.35913
O20 0.79333 -5.53781 4.90985
H38 1.10823 -5.32415 5.79231
H39 0.71542 -4.67534 4.46858
O21 -0.38812 -1.54826 -8.67029
H40 0.02041 -1.47768 -7.79766
H41 -1.32156 -1.66925 -8.47957
O22 -3.60713 -2.67993 1.62433
H42 -4.45317 -2.21586 1.61167
H43 -3.83542 -3.58919 1.40785
O23 4.78329 3.47521 -1.52404
H44 4.26675 2.65626 -1.56935
H45 4.14903 4.16259 -1.75243
O24 -4.50837 6.83722 4.58043
H46 -3.84743 6.78278 3.87576
H47 -4.69249 7.77696 4.67001
O25 -6.47063 -2.74542 2.43651
H48 -6.33025 -3.01649 3.34924
H49 -7.21597 -2.13728 2.48230
O26 4.69597 0.97723 -4.42603
H50 4.02642 1.02412 -5.11447
H51 5.52281 1.15442 -4.88534
O27 -0.54595 -0.23583 3.96794
H52 -0.68118 0.53024 4.53642
H53 -0.10501 0.12442 3.19032
O28 -0.87951 0.75311 -6.76047
H54 -1.55283 0.80064 -7.44515
H55 -0.06066 0.93076 -7.23185
O29 0.91815 2.25987 7.62267
H56 1.17652 1.46205 8.09233
H57 1.12196 2.07088 6.69794
O30 3.33649 -4.24962 4.66331
H58 3.07990 -5.17633 4.73522
H59 3.92732 -4.10126 5.40796
O31 4.47088 -1.64415 -6.02487
H60 4.03920 -2.03959 -5.26074
H61 5.14019 -2.28751 -6.27625
O32 -1.13508 -7.22544 -1.05276
H62 -0.92222 -7.94414 -0.44985
H63 -1.25066 -6.46058 -0.47447
O33 7.22979 2.38755 -2.84552
H64 7.32979 2.11861 -1.92922
H65 6.46684 2.98090 -2.82904
O34 -8.76139 1.39827 2.27364
H66 -9.52229 1.45424 1.68963
H67 -8.00802 1.59920 1.70397


[5]
ORCA calculation (the ωB97M-V functional and the def2-TZVPD basis) on a gas-phase ion, C3H5NOP (charge -1).

Its HOMO energy is -1.8 eV. Its total charge is -1. For the energy above the lowest of the compared OMol25 structures with the same formula, charge and spin, the calculation gives 0.734 eV. The spin multiplicity is 1. As for the total energy: -16014.4435 eV.

CARTESIAN COORDINATES (ANGSTROEM)
C1 -0.23356 0.63096 1.36989
C2 0.78621 -0.24555 0.53340
C3 -0.67381 -0.48464 -1.26202
N1 0.51007 -0.04551 -0.86241
O1 1.26829 0.62870 -1.72291
P1 -1.88155 0.70291 1.31704
H1 0.30147 1.11804 2.11448
H2 1.84457 0.11749 0.62968
H3 0.67064 -1.26322 0.65890
H4 -1.21757 -0.05458 -2.15292
H5 -1.37476 -1.10460 -0.62313


For reference, largest force on an atom by record: 0.043, 0.119, 0.055, 0.047, 0.081 Eh/bohr.